Record 1
Below is C20H27IrN6S3 as an isolated structure at a distorted geometry, with properties calculated with ωB97M-V with the def2-TZVPD basis set.

E_tot   -2404.7631 Ha
ΔE to the lowest compared entry with this formula, charge and spin   0.7426 eV
Frontier orbital gap (spin up / spin down)   5.71 / 5.39 eV
2S+1   2
HOMO level (spin up / spin down)   -0.614 / -0.613 Ha
Net charge   +3
Strongest force on any atom   1.0 eV/Å

Cartesian coordinates (Å):
Ir 0.100 0.113 0.476
C 4.897 2.233 0.382
S 3.769 2.676 -0.957
C 2.362 1.764 -0.655
S 2.225 0.741 0.789
N 1.417 1.887 -1.553
N 0.291 1.198 -1.218
C -0.754 1.247 -1.970
C -1.959 0.521 -1.524
C -3.145 0.547 -2.221
C -4.231 -0.186 -1.729
C -4.076 -0.914 -0.567
C -2.847 -0.888 0.094
N -1.821 -0.180 -0.369
H 5.844 2.687 0.098
H 5.028 1.157 0.454
H 4.569 2.654 1.329
H -0.719 1.807 -2.900
H -3.226 1.129 -3.131
H -5.173 -0.188 -2.261
H -4.888 -1.502 -0.160
H -2.676 -1.449 1.004
C -3.634 2.825 3.755
N -2.405 3.362 3.074
C -1.614 4.308 3.937
C -1.574 2.314 2.373
C -0.997 1.163 3.181
C -1.001 1.093 4.576
C -0.455 0.018 5.256
C 0.109 -1.031 4.551
C 0.149 -0.976 3.166
C -0.391 0.115 2.480
H -4.211 3.670 4.123
H -3.355 2.180 4.577
H -4.217 2.268 3.026
H -2.762 3.942 2.314
H -1.196 3.783 4.785
H -2.283 5.093 4.280
H -0.817 4.739 3.336
H -0.769 2.871 1.887
H -2.220 1.908 1.591
H -1.427 1.883 5.174
H -0.472 0.005 6.337
H 0.529 -1.884 5.069
H 0.598 -1.810 2.638
S 0.665 -2.017 -0.045
C 1.030 -2.107 -1.771
N 0.149 -2.108 -2.751
C 0.791 -2.347 -4.064
C 2.278 -2.533 -3.672
N 2.249 -2.291 -2.214
H -0.846 -2.119 -2.596
H 0.635 -1.495 -4.721
H 0.370 -3.233 -4.532
H 2.930 -1.812 -4.158
H 2.648 -3.535 -3.877
H 3.051 -2.378 -1.607

Record 2
Below is a 2-piece molecular cluster, C20H27N2 overall at a distorted geometry, with properties calculated with ωB97M-V with the def2-TZVPD basis set.

E_tot   -887.5151 Ha
ΔE to the lowest compared entry with this formula, charge and spin   2.2309 eV
Frontier orbital gap   6.70 eV
HOMO level   -0.410 Ha
Net charge   +1
Strongest force on any atom   5.4 eV/Å

Cartesian coordinates (Å):
C -0.795 -2.478 -2.963
C -0.792 -1.634 -1.704
N -0.144 -0.268 -1.813
C 1.347 -0.410 -2.053
C 1.832 -0.636 -3.474
C -0.814 0.706 -2.785
C -2.113 0.283 -3.439
H -1.262 -3.442 -2.724
H -1.381 -2.033 -3.769
H 0.209 -2.694 -3.332
H -1.809 -1.479 -1.326
H -0.236 -2.149 -0.908
H 1.793 0.506 -1.664
H 1.674 -1.225 -1.394
H 2.892 -0.352 -3.503
H 1.775 -1.686 -3.771
H 1.321 -0.020 -4.219
H -0.995 1.616 -2.191
H -0.076 0.987 -3.541
H -2.699 1.190 -3.631
H -1.941 -0.183 -4.415
H -2.735 -0.380 -2.829
C 0.828 0.026 4.615
N 0.470 0.201 3.207
C 1.425 0.754 2.378
C 2.686 1.133 2.870
C 3.577 1.842 2.066
C 3.215 2.200 0.754
C 1.973 1.840 0.253
C 1.091 0.996 0.994
C -0.072 0.422 0.466
C -1.103 0.109 1.359
C -0.824 -0.019 2.774
C -1.878 -0.310 3.660
C -3.195 -0.382 3.204
C -3.485 -0.221 1.837
C -2.458 -0.008 0.929
H 0.075 -0.566 5.133
H 1.779 -0.513 4.693
H 0.935 0.994 5.124
H 2.977 0.890 3.892
H 4.549 2.131 2.464
H 3.913 2.759 0.131
H 1.645 2.211 -0.724
H -0.288 0.445 -0.628
H -1.698 -0.455 4.724
H -3.999 -0.558 3.916
H -4.517 -0.264 1.491
H -2.673 0.123 -0.135

Record 3
Below is a 2-piece molecular cluster, C20H27N3O2 overall at a distorted geometry, with properties calculated with ωB97M-V with the def2-TZVPD basis set.

E_tot   -1092.4798 Ha
ΔE to the lowest compared entry with this formula, charge and spin   17.4338 eV
Frontier orbital gap   6.63 eV
HOMO level   -0.243 Ha
Strongest force on any atom   12.5 eV/Å

Cartesian coordinates (Å):
C 3.509 -2.381 0.906
C 2.614 -3.158 0.142
C 3.113 -4.287 -0.622
C 2.307 -5.191 -1.180
C 1.090 -4.861 -1.102
C 0.406 -3.917 -0.496
C 1.184 -3.150 0.276
O 0.909 -1.890 0.711
C 0.613 -2.114 2.090
C 0.321 -0.680 2.845
O 1.530 -0.141 2.708
H 1.669 0.483 2.032
C -0.654 0.246 2.274
N -0.173 1.118 1.170
C -0.090 0.901 -0.169
H -0.064 -0.288 -0.281
C -1.647 1.268 -0.588
N -1.962 2.552 -0.397
C -1.674 3.720 -1.477
N -1.768 4.776 -0.841
C -1.433 5.890 -1.611
C -1.508 5.629 -3.035
C -1.479 4.490 -3.648
C -1.706 3.307 -2.749
H -1.374 2.499 -3.374
H -1.350 4.487 -4.654
H -1.281 6.746 -3.416
H -1.522 6.867 -1.275
C -1.942 2.771 1.021
H -2.158 3.946 1.148
C -0.454 2.516 1.408
H -0.327 2.711 2.614
H 0.226 3.164 1.005
H -2.611 2.285 1.563
H -1.603 1.000 -1.744
H -2.429 0.583 -0.470
H 0.691 1.561 -0.703
H -1.690 -0.608 1.582
H -1.347 0.624 2.854
H -0.040 -1.116 3.747
H -0.584 -2.657 2.322
H 1.158 -2.848 2.596
C -1.031 -3.663 -0.590
H -1.443 -3.851 -1.481
H -1.471 -4.246 0.044
H -1.269 -2.359 -0.425
H 0.218 -5.540 -1.705
H 2.617 -5.987 -1.583
H 4.292 -4.591 -0.576
H 4.454 -2.291 0.240
H 4.024 -2.871 1.733
H 3.143 -1.453 1.161

Record 4
Below is an isolated molecule of C20H27N3O5, with properties calculated with ωB97M-V with the def2-TZVPD basis set.

E_tot   -1318.9097 Ha
ΔE to the lowest compared entry with this formula, charge and spin   0.0000 eV
Frontier orbital gap   8.60 eV
HOMO level   -0.319 Ha
SMILES string   CCCCNC(=O)CCCCCn1c(=O)[nH]c2cc(C(=O)OC)ccc2c1=O
Strongest force on any atom   0.8 eV/Å

Cartesian coordinates (Å):
C 3.279 2.391 -0.952
C 2.017 1.562 -1.154
H 2.277 0.611 -1.623
C 0.991 2.294 -2.017
H 0.812 3.286 -1.599
H 1.385 2.422 -3.029
C -0.348 1.557 -2.072
N -0.255 0.256 -2.699
C -0.149 -0.896 -2.006
O -0.114 -0.939 -0.790
C -0.117 -2.141 -2.874
H 0.494 -1.963 -3.761
H 0.340 -2.941 -2.289
C -1.528 -2.578 -3.295
H -1.427 -3.489 -3.889
H -1.979 -1.816 -3.934
C -2.439 -2.849 -2.091
C -3.277 -1.632 -1.688
H -4.178 -1.586 -2.302
C -3.690 -1.664 -0.214
N -2.590 -1.255 0.651
C -2.330 0.102 0.724
O -3.037 0.906 0.149
C -1.159 0.485 1.522
C -0.791 1.825 1.635
C 0.352 2.175 2.316
C 1.149 1.181 2.895
C 0.789 -0.154 2.799
C -0.368 -0.507 2.110
N -0.769 -1.811 1.997
C -1.831 -2.243 1.246
O -2.092 -3.422 1.156
H -0.180 -2.542 2.372
H 1.411 -0.916 3.243
C 2.384 1.604 3.603
O 2.782 2.741 3.656
O 3.020 0.578 4.188
C 4.209 0.908 4.889
H 4.587 -0.023 5.304
H 3.994 1.624 5.685
H 4.940 1.351 4.209
H 0.662 3.204 2.410
H -1.422 2.569 1.171
H -4.508 -0.959 -0.045
H -3.989 -2.669 0.085
H -2.719 -0.711 -1.858
H -1.822 -3.161 -1.250
H -3.113 -3.676 -2.319
H -0.206 0.229 -3.704
H -1.082 2.153 -2.622
H -0.715 1.397 -1.058
H 1.571 1.335 -0.184
H 4.003 1.843 -0.355
H 3.736 2.637 -1.909
H 3.044 3.319 -0.435

Q: Which of these has the highest strongest force on any atom?
A: C20H27N3O2